{"formula": "C10H14N2PTi", "method": "ωB97M-V/def2-TZVPD", "lumo_energy_ev": [0.40, 0.39], "homo_energy_ev": [-4.37, -4.10], "multiplicity": 2, "orbital_gap_ev": [4.8, 4.5], "elements": ["C", "C", "C", "C", "C", "Ti", "P", "H", "H", "H", "H", "H", "H", "H", "H", "N", "C", "C", "C", "N", "C", "C", "H", "H", "H", "H", "H", "H"], "positions_angstrom": [[2.44951, -2.51193, 0.05933], [2.79684, -1.77781, 1.27332], [1.53772, -1.54799, 1.97468], [0.51420, -2.32088, 1.32222], [1.03955, -2.70577, 0.01835], [1.38716, -0.69145, 0.13233], [2.35111, 0.34876, -1.93500], [3.21469, -2.82787, -0.64152], [3.79413, -1.63087, 1.73508], [1.49544, -0.88829, 2.85204], [0.33807, -3.08207, -0.73610], [-0.28599, -2.79738, 1.80994], [1.69564, -0.03788, -3.09614], [3.73780, 0.53752, -2.21111], [1.85228, 1.63666, -1.54636], [-3.69865, 2.83583, -0.45577], [-2.64393, 2.00097, -0.22509], [-2.16356, 1.13979, -1.22184], [-1.17039, 0.21438, -0.90031], [-0.46526, 0.31473, 0.28242], [-0.94667, 1.14173, 1.27592], [-2.01452, 2.00056, 1.03181], [-4.21374, 2.89026, -1.30087], [-4.12242, 3.37925, 0.26453], [-2.65285, 1.21623, -2.18068], [-0.95299, -0.60844, -1.58244], [-0.41155, 1.10860, 2.24161], [-2.46162, 2.66338, 1.75963]], "atomic_forces_ev_per_a": [[1.0, -0.4, 0.4], [1.1, -0.1, 0.2], [0.7, -1.2, 0.9], [1.7, 0.4, -0.7], [-0.9, -2.4, 1.4], [-0.8, 3.4, -0.9], [0.5, -0.4, 2.2], [-0.4, 0.1, -0.2], [-0.8, -0.2, -0.7], [-0.3, -0.7, -0.1], [0.9, -0.4, 0.2], [-1.6, 0.3, 0.1], [0.2, 0.6, -0.9], [-0.6, 0.2, -0.5], [0.3, -0.2, -1.0], [0.0, 0.2, 0.2], [0.4, 0.2, 0.3], [0.1, -0.5, 0.5], [-0.4, 1.7, 0.9], [-2.0, 0.5, 0.0], [0.4, -0.1, -1.5], [-0.3, -0.5, -0.1], [0.1, -0.4, -0.7], [0.2, 0.1, 0.5], [0.1, -0.5, -0.2], [0.5, 0.4, 0.2], [-0.3, 0.1, -0.7], [0.4, -0.1, 0.4]]}


{"formula": "C9H14N2PTl", "method": "ωB97M-V/def2-TZVPD", "lumo_energy_ev": -0.64, "homo_energy_ev": -5.70, "e_above_lowest_kcal_mol": 0.0, "multiplicity": 1, "orbital_gap_ev": 5.1, "elements": ["C", "C", "C", "C", "C", "Tl", "P", "H", "H", "H", "H", "H", "H", "H", "H", "C", "C", "N", "C", "C", "N", "H", "H", "H", "H", "H", "H"], "positions_angstrom": [[1.43482, -0.96918, -0.28262], [1.58914, -2.26394, 0.27239], [0.29519, -2.83662, 0.45236], [-0.67968, -1.90180, -0.00855], [-0.01033, -0.74709, -0.47273], [1.13663, 2.69047, 0.77500], [-0.66019, 3.06034, -1.36010], [2.22502, -0.26605, -0.55702], [2.53800, -2.74220, 0.50948], [0.08687, -3.82363, 0.86095], [-0.46082, 0.13114, -0.93296], [-1.75622, -2.06237, -0.02881], [-1.67276, 2.11632, -1.76896], [0.00067, 3.27138, -2.61705], [-1.44593, 4.26311, -1.30740], [0.39763, 0.12323, 3.20561], [-0.86646, 0.58160, 2.59781], [-1.05721, 1.66683, 1.84567], [-2.39235, 1.65567, 1.45471], [-3.00852, 0.56363, 2.00569], [-2.03140, -0.09274, 2.74096], [1.12707, 0.94234, 3.21026], [0.20331, -0.19570, 4.23877], [0.81158, -0.72622, 2.64777], [-2.78798, 2.42733, 0.81322], [-4.02817, 0.22596, 1.93468], [-2.12745, -0.96056, 3.26306]], "atomic_forces_ev_per_a": [[-1.6, 0.1, 0.0], [-0.6, 0.3, 0.1], [0.2, 0.8, -0.2], [0.6, 0.1, 0.1], [1.6, -0.4, 0.5], [0.2, -0.8, 0.7], [-0.9, 0.0, -1.0], [-0.1, -0.3, -0.1], [-0.2, 0.1, 0.0], [0.1, 0.2, -0.2], [0.0, -0.2, 0.0], [0.2, 0.0, 0.0], [0.5, 0.6, 0.1], [-0.5, 0.0, 0.5], [0.3, -0.5, -0.2], [0.2, -0.1, 0.2], [-0.7, 0.5, -0.6], [0.1, -0.4, 0.2], [0.5, -0.7, 0.6], [0.4, 0.4, -0.1], [-0.1, 0.3, -0.2], [-0.1, -0.3, 0.1], [0.2, 0.1, -0.2], [-0.1, 0.1, -0.1], [-0.1, -0.1, 0.1], [0.1, -0.1, 0.1], [0.0, 0.4, -0.4]]}


{"formula": "C2H14BeFO7", "method": "ωB97M-V/def2-TZVPD", "lumo_energy_ev": 2.32, "homo_energy_ev": -5.65, "e_above_lowest_kcal_mol": 5.6, "charge": -1, "multiplicity": 1, "orbital_gap_ev": 8.0, "elements": ["Be", "F", "O", "C", "C", "O", "H", "H", "H", "H", "O", "H", "H", "O", "H", "H", "O", "H", "H", "O", "H", "H", "O", "H", "H"], "positions_angstrom": [[-0.57329, 0.17980, -0.37301], [-2.12040, 0.31881, -0.07965], [-0.17493, -1.30368, -0.34504], [1.06751, -1.23727, 0.38528], [0.76862, -0.11418, 1.35376], [0.48429, 0.93117, 0.51165], [1.73773, -0.95270, -0.40970], [1.48329, -2.14573, 0.77294], [1.60515, 0.22136, 1.94583], [-0.11801, -0.41513, 1.92094], [-0.37290, 0.95355, -1.90352], [-0.29372, 1.89005, -2.14812], [0.11722, 0.45179, -2.58461], [-0.38819, 2.87418, 2.06570], [0.00059, 2.14243, 1.59228], [-1.06351, 2.44111, 2.58467], [-1.66183, -2.36934, -2.52359], [-0.81972, -2.02556, -2.13361], [-1.72111, -1.91843, -3.36483], [2.41033, 2.37379, -0.50857], [2.21038, 2.52063, -1.42547], [1.65083, 1.81209, -0.22231], [-1.33322, -2.51513, 1.90389], [-0.72684, -1.98787, 1.34032], [-2.16827, -2.12573, 1.64476]], "atomic_forces_ev_per_a": [[-2.8, 0.6, 0.4], [1.0, 0.3, -0.2], [0.9, -1.3, 0.0], [-0.6, 0.3, -1.3], [1.6, -0.5, -0.1], [-1.0, 1.3, -0.5], [1.3, 0.6, 0.3], [-0.5, -1.0, 0.6], [0.4, -0.4, 0.9], [0.3, 0.2, 0.6], [0.5, 0.1, -2.0], [-0.2, -0.4, 0.5], [-0.3, 0.3, 0.6], [-0.4, 1.2, 1.0], [0.5, -0.8, -1.2], [-0.4, 0.0, 0.2], [1.0, 0.1, 0.0], [-0.9, -0.4, 0.5], [-0.2, 0.1, -0.3], [0.2, 0.1, 0.0], [0.2, 0.3, -0.6], [0.0, -0.2, 0.7], [0.4, 0.2, 0.2], [-0.6, -0.7, -0.1], [-0.4, 0.1, -0.1]]}


{"formula": "C3H11N2OPS", "method": "ωB97M-V/def2-TZVPD", "lumo_energy_ev": 0.83, "homo_energy_ev": -8.84, "e_above_lowest_kcal_mol": 35.0, "multiplicity": 1, "orbital_gap_ev": 9.7, "elements": ["C", "C", "O", "P", "C", "S", "N", "N", "H", "H", "H", "H", "H", "H", "H", "H", "H", "H", "H"], "positions_angstrom": [[-0.00480, -0.25068, -2.39405], [0.63975, -1.13298, -1.38610], [0.87132, -0.40680, -0.17455], [-0.39199, 0.22803, 0.80414], [0.63322, 1.10423, 2.02773], [-1.74706, -1.07010, 1.51131], [-1.06052, 1.56372, -0.12794], [-2.26751, 2.09391, 0.28806], [-0.95656, 0.12850, -2.27595], [0.59392, 0.62078, -2.61150], [-0.10307, -0.68889, -3.36816], [1.70308, -1.46053, -1.57597], [-0.00457, -2.00021, -1.13748], [0.91665, 2.06144, 1.56305], [-0.05590, 1.07281, 2.94043], [1.56426, 0.40624, 2.01992], [-0.95027, 1.42501, -1.15073], [-2.82654, 1.47189, 0.98095], [-2.14974, 3.06475, 0.77513]], "atomic_forces_ev_per_a": [[2.1, 0.0, -2.1], [0.2, -0.8, 1.3], [-2.1, 1.7, 2.0], [0.3, -0.3, -1.4], [0.1, -2.1, -0.2], [1.4, 1.2, -0.8], [1.9, -1.8, -0.3], [-2.2, 1.7, 2.4], [-2.2, 0.1, 1.2], [0.6, 0.4, 0.2], [0.2, -0.9, -0.6], [-1.4, 0.1, -0.6], [0.4, 0.2, -0.3], [-0.3, -0.2, 0.7], [1.7, 0.5, -0.9], [-1.5, 1.3, 0.8], [-0.7, 0.3, 1.3], [1.5, 1.0, -1.7], [0.1, -2.5, -1.1]]}


E_tot values, unit Ha, following the record order: -1689.5740 -974.5803 -726.1033 -1045.1748.
Max |F| values, unit eV Å⁻¹, following the record order: 3.56 1.69 2.85 3.70.